(1)
This record from OMol25 describes a molecular structure, C31H29Cl7F6FeN5O4PS3. The level of theory is the ωB97M-V functional and the def2-TZVPD basis.

Computed properties:
Charge: +1
Orbital gap (spin up / spin down), eV: 6.31 / 6.83
Expectation value of S²: 1.012
2S+1: 2

CARTESIAN COORDINATES (ANGSTROEM)
Fe (-0.49, 0.19, -0.32)
F (-3.98, -1.91, -1.68)
C (-4.15, -0.96, -2.60)
F (-4.72, -1.49, -3.67)
F (-4.96, -0.03, -2.09)
S (-2.54, -0.17, -3.04)
O (-1.99, 0.18, -1.73)
O (-2.92, 0.93, -3.86)
N (-1.73, -1.20, -3.86)
S (-0.79, -2.38, -3.38)
O (-0.70, -2.52, -1.95)
O (0.42, -2.38, -4.15)
C (-1.73, -3.85, -3.96)
F (-2.94, -3.87, -3.40)
F (-1.07, -4.94, -3.60)
F (-1.87, -3.83, -5.28)
N (-1.32, -0.89, 2.42)
P (-0.56, -1.74, 1.16)
C (-1.28, -3.39, 1.23)
C (-2.33, -3.70, 0.36)
C (-2.96, -4.93, 0.45)
C (-2.55, -5.85, 1.41)
C (-1.51, -5.55, 2.28)
C (-0.88, -4.32, 2.19)
C (1.13, -1.99, 1.77)
C (1.80, 0.49, 1.82)
C (3.34, 0.50, 1.97)
C (4.03, -1.58, 1.58)
C (3.32, -2.72, 0.96)
C (1.96, -2.86, 1.05)
C (-2.13, 0.19, 2.15)
C (-3.11, 0.60, 3.06)
C (-3.94, 1.64, 2.71)
C (-3.79, 2.24, 1.46)
C (-2.79, 1.79, 0.64)
N (-1.94, 0.80, 0.99)
H (-1.46, -1.33, 3.31)
H (-2.63, -2.99, -0.39)
H (-3.77, -5.18, -0.22)
H (-3.04, -6.82, 1.48)
H (-1.19, -6.26, 3.02)
H (-0.06, -4.08, 2.87)
H (1.30, 1.27, 2.38)
H (3.80, 1.39, 2.38)
H (5.04, -1.85, 1.88)
H (3.89, -3.42, 0.37)
H (1.48, -3.65, 0.48)
H (-3.22, 0.08, 4.00)
H (-4.71, 1.97, 3.39)
H (-4.44, 3.04, 1.13)
H (-2.64, 2.21, -0.34)
Cl (-1.13, 2.39, 5.55)
C (-0.59, 3.82, 4.67)
Cl (-0.31, 3.49, 2.94)
H (0.34, 4.17, 5.10)
H (-1.37, 4.58, 4.73)
C (2.71, 5.04, -1.93)
N (2.20, 3.91, -1.15)
C (2.60, 3.94, 0.25)
C (1.16, 3.17, -1.57)
S (0.01, 2.61, -0.42)
N (1.03, 2.96, -2.88)
C (2.18, 2.89, -3.78)
C (-0.21, 2.50, -3.49)
H (2.70, 5.92, -1.29)
H (2.07, 5.23, -2.78)
H (3.74, 4.87, -2.26)
H (3.65, 4.23, 0.30)
H (2.48, 2.96, 0.70)
H (2.01, 4.66, 0.82)
H (3.11, 2.85, -3.21)
H (2.22, 3.73, -4.47)
H (2.09, 1.97, -4.36)
H (-1.06, 2.72, -2.85)
H (-0.17, 1.43, -3.69)
H (-0.34, 3.02, -4.44)
Cl (0.99, -0.77, 4.21)
C (1.74, -0.90, 2.60)
C (1.20, 0.37, 0.46)
C (2.11, 0.13, -0.62)
Cl (1.29, -0.08, -2.15)
C (3.41, -0.20, -0.51)
Cl (4.28, -0.84, -1.81)
C (4.10, -0.18, 0.82)
Cl (5.75, 0.44, 0.68)
C (3.29, -0.85, 2.72)
Cl (4.04, -1.08, 4.29)

(2)
This record from OMol25 describes a gas-phase ion, CH4NO2S (charge -1) at a distorted geometry. The level of theory is the ωB97M-V functional and the def2-TZVPD basis.

Computed properties:
Charge: -1
Orbital gap, eV: 8.04

CARTESIAN COORDINATES (ANGSTROEM)
C (-0.67, 0.49, 0.78)
N (1.67, -0.12, -0.76)
O (-0.76, -0.82, -1.72)
O (0.30, -1.84, 0.30)
S (0.21, -0.58, -0.44)
H (-1.23, 1.25, 0.37)
H (-1.30, -0.24, 1.38)
H (0.12, 1.06, 1.22)
H (1.65, 0.80, -1.15)

(3)
This record from OMol25 describes 2 unconnected molecules or ions with the total composition C2H6N3O2 at a distorted geometry. The level of theory is the ωB97M-V functional and the def2-TZVPD basis.

Computed properties:
Charge: +1
Orbital gap (spin up / spin down), eV: 4.53 / 4.52

CARTESIAN COORDINATES (ANGSTROEM)
C (-1.02, 0.03, -0.37)
C (1.16, 0.85, 0.63)
N (-1.67, -1.08, -0.84)
N (-3.63, 3.42, -0.70)
N (0.32, -0.17, 0.02)
O (-1.60, 1.12, -0.28)
O (-3.44, 2.39, -1.00)
H (0.45, 1.58, 0.82)
H (1.86, 1.41, -0.09)
H (1.69, 0.43, 1.52)
H (-2.47, -0.75, -1.25)
H (-1.25, -1.89, -1.14)
H (0.83, -0.95, -0.25)

(4)
This record from OMol25 describes 11 unconnected molecules or ions with the total composition C30H88N6O12 at a distorted geometry. The level of theory is the ωB97M-V functional and the def2-TZVPD basis.

Computed properties:
Orbital gap, eV: 9.09

CARTESIAN COORDINATES (ANGSTROEM)
C (0.47, -0.44, 0.43)
C (0.42, 0.91, -0.25)
O (1.36, 1.82, 0.30)
O (-0.51, -1.33, -0.09)
H (0.34, -0.38, 1.51)
H (1.47, -0.85, 0.24)
H (-0.59, 1.33, -0.26)
H (0.69, 0.71, -1.30)
H (2.17, 1.41, 0.68)
H (-0.21, -2.20, 0.23)
C (-0.82, 2.21, 3.44)
O (-1.21, 0.89, 3.78)
H (-0.54, 2.28, 2.39)
H (-1.59, 2.94, 3.66)
H (0.08, 2.48, 4.01)
H (-1.49, 0.89, 4.71)
C (-0.08, 4.15, -2.17)
O (1.13, 4.12, -1.45)
H (-0.41, 3.15, -2.44)
H (-0.88, 4.62, -1.59)
H (0.00, 4.71, -3.10)
H (1.08, 3.47, -0.74)
C (2.33, 4.64, 2.75)
O (2.64, 3.89, 1.59)
H (2.12, 5.68, 2.46)
H (1.52, 4.22, 3.34)
H (3.23, 4.67, 3.37)
H (1.95, 3.24, 1.38)
C (0.44, -3.81, 2.38)
O (0.78, -3.66, 1.00)
H (-0.44, -4.45, 2.48)
H (1.30, -4.25, 2.90)
H (0.19, -2.84, 2.83)
H (0.63, -4.51, 0.57)
C (0.95, -1.23, -5.11)
C (-0.43, -0.64, -4.99)
C (-0.80, -0.21, -3.58)
O (-2.13, 0.26, -3.53)
C (-2.39, 0.68, -2.21)
N (-0.64, 0.42, -5.98)
H (1.05, -1.61, -6.12)
H (1.03, -2.05, -4.39)
H (1.67, -0.44, -4.91)
H (-1.17, -1.39, -5.30)
H (-0.16, 0.64, -3.28)
H (-0.58, -0.99, -2.84)
H (-3.42, 0.96, -2.01)
H (-1.80, 1.59, -2.03)
H (-2.07, -0.04, -1.45)
H (-1.51, 0.88, -5.72)
H (0.06, 1.16, -5.83)
C (3.09, 2.42, -1.93)
C (3.86, 1.31, -2.65)
C (3.06, 0.03, -2.70)
O (3.13, -0.57, -1.40)
C (2.36, -1.72, -1.23)
N (4.15, 1.83, -4.00)
H (3.68, 3.33, -1.91)
H (2.82, 2.11, -0.91)
H (2.14, 2.60, -2.44)
H (4.83, 1.07, -2.20)
H (3.38, -0.76, -3.39)
H (2.00, 0.23, -2.88)
H (2.40, -1.93, -0.16)
H (2.76, -2.59, -1.76)
H (1.32, -1.66, -1.59)
H (4.69, 2.69, -3.93)
H (4.70, 1.16, -4.51)
C (-4.97, 5.32, 0.20)
C (-3.64, 4.66, -0.24)
C (-2.69, 4.38, 0.93)
O (-2.36, 5.66, 1.44)
C (-1.48, 5.68, 2.54)
N (-4.04, 3.38, -0.87)
H (-5.35, 5.91, -0.62)
H (-4.80, 6.02, 1.04)
H (-5.71, 4.63, 0.62)
H (-3.16, 5.35, -0.94)
H (-1.78, 3.91, 0.54)
H (-3.12, 3.81, 1.76)
H (-1.34, 6.74, 2.74)
H (-0.56, 5.15, 2.27)
H (-1.88, 5.18, 3.43)
H (-4.80, 3.54, -1.51)
H (-4.38, 2.75, -0.15)
C (-4.38, -0.72, 0.17)
C (-3.72, 0.10, 1.28)
C (-4.69, 0.67, 2.30)
O (-5.36, 1.81, 1.76)
C (-6.37, 2.25, 2.62)
N (-2.74, -0.75, 1.92)
H (-5.06, -1.42, 0.66)
H (-3.69, -1.32, -0.42)
H (-4.82, -0.04, -0.55)
H (-3.21, 0.93, 0.78)
H (-4.16, 1.04, 3.19)
H (-5.42, -0.06, 2.65)
H (-6.98, 2.99, 2.10)
H (-6.05, 2.64, 3.59)
H (-7.06, 1.44, 2.87)
H (-2.16, -1.16, 1.19)
H (-2.01, -0.32, 2.50)
C (2.50, -6.39, -1.75)
C (1.72, -7.35, -0.87)
C (0.20, -7.17, -1.01)
O (-0.13, -5.94, -0.36)
C (-1.52, -5.70, -0.26)
N (2.10, -8.72, -1.26)
H (2.24, -5.36, -1.52)
H (2.43, -6.51, -2.83)
H (3.56, -6.53, -1.51)
H (2.01, -7.24, 0.18)
H (-0.31, -7.94, -0.42)
H (-0.20, -7.17, -2.03)
H (-1.93, -6.44, 0.44)
H (-2.01, -5.82, -1.23)
H (-1.75, -4.69, 0.05)
H (1.75, -8.84, -2.21)
H (1.52, -9.35, -0.71)
C (2.58, 0.22, 3.59)
C (3.72, -0.20, 2.67)
C (3.66, -1.65, 2.20)
O (3.95, -2.47, 3.30)
C (4.37, -3.78, 2.97)
N (3.64, 0.67, 1.48)
H (2.78, 1.25, 3.91)
H (2.53, -0.44, 4.46)
H (1.57, 0.23, 3.17)
H (4.68, 0.01, 3.16)
H (4.45, -1.74, 1.44)
H (2.71, -1.88, 1.71)
H (5.19, -3.88, 2.26)
H (3.51, -4.34, 2.59)
H (4.70, -4.20, 3.92)
H (3.80, 1.63, 1.77)
H (4.34, 0.35, 0.82)

(5)
This record from OMol25 describes a gas-phase ion, H2N3O2S (charge -1) at a distorted geometry. The level of theory is the ωB97M-V functional and the def2-TZVPD basis.

Computed properties:
Charge: -1
Orbital gap, eV: 7.12

CARTESIAN COORDINATES (ANGSTROEM)
N (1.04, 0.29, 0.09)
N (0.59, -0.82, -0.66)
N (-0.59, -1.07, -0.33)
O (-1.30, -0.45, 0.54)
O (-1.11, -1.98, -1.01)
S (-0.03, 1.75, 0.17)
H (-0.46, 1.60, 1.46)
H (1.87, 0.67, -0.26)

(6)
This record from OMol25 describes 2 unconnected molecules or ions with the total composition C35H56F14N4O6PS at a distorted geometry. The level of theory is the ωB97M-V functional and the def2-TZVPD basis.

Computed properties:
Charge: +1
Orbital gap, eV: 5.26

CARTESIAN COORDINATES (ANGSTROEM)
C (-3.55, 9.75, -0.18)
O (-2.97, 9.41, 1.06)
C (-3.70, 8.45, 1.79)
C (-2.73, 7.75, 2.73)
C (-1.95, 6.68, 1.96)
C (-0.56, 6.39, 2.53)
C (-0.58, 5.57, 3.82)
C (-1.39, 4.28, 3.73)
C (-1.10, 3.35, 4.91)
C (-0.86, 1.85, 4.56)
C (-1.81, 0.95, 5.37)
C (-2.20, -0.44, 4.77)
C (-1.14, -1.03, 3.90)
C (0.05, -1.24, 4.51)
C (1.11, -1.76, 3.85)
C (2.37, -1.92, 4.67)
O (2.53, -2.92, 5.29)
O (3.20, -0.87, 4.67)
C (0.96, -2.10, 2.52)
S (2.39, -2.83, 1.77)
O (2.09, -3.48, 0.55)
O (3.08, -3.59, 2.73)
F (3.27, -1.62, 1.45)
C (-0.23, -1.87, 1.88)
C (-0.33, -2.24, 0.40)
C (0.57, -1.47, -0.58)
C (0.24, -0.03, -0.78)
F (0.45, 0.65, 0.37)
F (-1.03, 0.10, -1.19)
C (1.23, 0.57, -1.83)
F (2.33, 0.90, -1.13)
F (1.62, -0.33, -2.73)
C (0.74, 1.88, -2.49)
F (1.81, 2.49, -3.01)
F (0.30, 2.68, -1.52)
C (-0.41, 1.71, -3.54)
F (-0.59, 0.43, -3.88)
F (-1.54, 2.11, -2.96)
C (-0.29, 2.54, -4.84)
F (0.84, 2.29, -5.50)
F (-1.28, 2.10, -5.64)
C (-0.54, 4.06, -4.69)
F (-0.10, 4.67, -5.77)
F (-1.83, 4.29, -4.58)
F (0.10, 4.55, -3.64)
N (-1.28, -1.36, 2.59)
C (-2.63, -1.19, 1.98)
C (-2.93, 0.18, 1.33)
C (-3.85, -0.10, 0.14)
C (-3.74, 1.12, 2.26)
H (-2.79, 9.78, -0.95)
H (-4.33, 9.07, -0.50)
H (-3.99, 10.75, -0.14)
H (-4.11, 7.70, 1.12)
H (-4.52, 8.91, 2.35)
H (-2.09, 8.53, 3.13)
H (-3.35, 7.27, 3.49)
H (-1.80, 7.06, 0.96)
H (-2.56, 5.80, 1.84)
H (-0.10, 7.35, 2.75)
H (0.04, 5.93, 1.76)
H (0.46, 5.30, 4.01)
H (-0.94, 6.22, 4.60)
H (-1.20, 3.83, 2.76)
H (-2.44, 4.55, 3.73)
H (-0.17, 3.70, 5.33)
H (-1.84, 3.45, 5.69)
H (-0.94, 1.73, 3.49)
H (0.16, 1.61, 4.83)
H (-1.36, 0.76, 6.34)
H (-2.71, 1.52, 5.51)
H (-2.33, -1.10, 5.62)
H (-3.16, -0.32, 4.31)
H (0.15, -1.00, 5.55)
H (3.35, -0.57, 5.57)
H (-1.34, -2.15, 0.02)
H (-0.10, -3.29, 0.36)
H (1.62, -1.55, -0.37)
H (0.42, -1.94, -1.54)
H (-2.78, -1.94, 1.23)
H (-3.39, -1.41, 2.70)
H (-2.05, 0.73, 1.04)
H (-3.36, -0.76, -0.57)
H (-4.80, -0.49, 0.47)
H (-4.03, 0.85, -0.35)
H (-4.40, 0.58, 2.92)
H (-3.12, 1.85, 2.77)
H (-4.39, 1.69, 1.61)
O (1.56, -7.87, -3.38)
P (2.29, -6.72, -4.00)
N (3.56, -7.53, -4.81)
C (4.98, -7.39, -4.64)
C (3.17, -8.64, -5.67)
N (2.70, -5.89, -2.53)
C (4.07, -5.74, -2.06)
C (1.82, -6.15, -1.39)
N (2.47, -5.28, -4.87)
C (2.95, -5.21, -6.25)
C (2.08, -3.97, -4.35)
H (5.50, -7.45, -5.61)
H (5.39, -8.18, -3.99)
H (5.27, -6.43, -4.23)
H (2.64, -8.29, -6.56)
H (2.52, -9.35, -5.15)
H (4.04, -9.19, -6.01)
H (4.56, -6.70, -1.88)
H (4.08, -5.18, -1.12)
H (4.66, -5.14, -2.75)
H (2.07, -7.09, -0.88)
H (0.78, -6.21, -1.71)
H (1.89, -5.34, -0.67)
H (4.02, -4.98, -6.27)
H (2.42, -4.44, -6.81)
H (2.78, -6.14, -6.79)
H (2.95, -3.43, -3.98)
H (1.36, -4.06, -3.54)
H (1.60, -3.36, -5.12)

(7)
This record from OMol25 describes a molecular structure, C32H51BF8IN3SeSi4TeW at a distorted geometry. The level of theory is the ωB97M-V functional and the def2-TZVPD basis.

Computed properties:
Orbital gap (spin up / spin down), eV: 5.24 / 4.86
Expectation value of S²: 2.020
2S+1: 3

CARTESIAN COORDINATES (ANGSTROEM)
W (1.11, 0.32, -0.81)
C (-3.45, -1.88, -0.79)
C (-2.97, -1.15, 0.46)
N (-1.58, -1.42, 0.87)
C (-1.47, -2.86, 1.12)
C (-0.13, -3.37, 1.63)
C (-1.36, -0.61, 2.06)
C (0.07, -0.21, 2.38)
N (0.79, 0.47, 1.31)
C (2.04, 0.95, 1.57)
C (2.66, 1.25, 0.35)
F (1.80, -1.28, 0.03)
C (3.86, 1.89, 0.34)
F (4.44, 2.23, -0.83)
C (4.53, 2.23, 1.50)
C (3.92, 1.89, 2.70)
F (4.52, 2.20, 3.85)
C (2.70, 1.24, 2.76)
F (2.19, 0.94, 3.97)
H (-3.58, -2.95, -0.63)
H (-4.42, -1.47, -1.08)
H (-2.76, -1.73, -1.62)
H (-3.65, -1.39, 1.29)
H (-3.05, -0.08, 0.28)
H (-1.67, -3.35, 0.17)
H (-2.26, -3.17, 1.83)
H (-0.16, -4.46, 1.68)
H (0.09, -3.01, 2.64)
H (0.68, -3.07, 0.97)
H (-1.79, -1.10, 2.94)
H (-1.90, 0.33, 1.92)
H (0.01, 0.47, 3.24)
H (0.66, -1.07, 2.69)
H (5.48, 2.74, 1.48)
I (3.37, -0.40, -2.37)
C (0.97, 1.52, -2.56)
C (0.95, 1.94, -3.87)
C (1.19, 3.28, -4.07)
C (1.47, 4.13, -2.97)
C (1.50, 3.60, -1.70)
N (1.22, 2.30, -1.58)
H (0.74, 1.26, -4.68)
H (1.16, 3.69, -5.07)
H (1.68, 5.18, -3.11)
H (1.73, 4.17, -0.81)
F (-1.58, 2.97, -2.03)
B (-2.12, 1.76, -2.07)
F (-1.82, 0.94, -3.08)
F (-3.27, 1.53, -1.44)
F (-0.80, 0.80, -0.78)
C (1.75, -6.26, -4.81)
Si (1.54, -5.03, -3.43)
C (3.15, -4.09, -3.27)
C (1.19, -5.91, -1.82)
Si (-0.26, -3.53, -3.75)
Te (0.27, -1.57, -2.35)
Si (-2.11, -4.94, -3.40)
C (-2.00, -6.41, -4.54)
C (-2.40, -5.63, -1.69)
C (-3.64, -4.00, -3.97)
Si (-0.10, -2.85, -5.98)
C (-0.48, -4.25, -7.16)
C (-1.27, -1.44, -6.31)
C (1.64, -2.25, -6.26)
H (2.64, -6.86, -4.61)
H (1.89, -5.77, -5.78)
H (0.90, -6.94, -4.91)
H (4.00, -4.78, -3.31)
H (3.19, -3.56, -2.32)
H (3.27, -3.35, -4.06)
H (2.08, -6.43, -1.45)
H (0.39, -6.64, -1.92)
H (0.89, -5.19, -1.06)
H (-1.18, -7.09, -4.28)
H (-1.87, -6.12, -5.58)
H (-2.94, -6.97, -4.45)
H (-2.23, -6.71, -1.68)
H (-3.43, -5.44, -1.37)
H (-1.74, -5.20, -0.93)
H (-3.76, -4.12, -5.05)
H (-3.57, -2.93, -3.76)
H (-4.54, -4.38, -3.48)
H (-1.56, -4.36, -7.30)
H (-0.10, -5.21, -6.80)
H (-0.03, -4.05, -8.14)
H (-2.31, -1.77, -6.27)
H (-1.08, -0.99, -7.29)
H (-1.15, -0.66, -5.55)
H (2.35, -3.08, -6.36)
H (1.98, -1.64, -5.41)
H (1.71, -1.64, -7.16)
Se (-0.12, 3.21, 1.34)
C (-1.71, 4.05, 1.92)
C (-2.22, 3.78, 3.19)
C (-3.39, 4.40, 3.62)
C (-4.05, 5.30, 2.79)
C (-3.54, 5.58, 1.53)
C (-2.38, 4.95, 1.09)
H (-1.70, 3.09, 3.84)
H (-3.78, 4.19, 4.61)
H (-4.95, 5.79, 3.13)
H (-4.03, 6.30, 0.89)
H (-1.99, 5.16, 0.10)

Number 1: calculated total energy -228393.5034 eV. Number 2: calculated total energy -17521.7586 eV. Number 3: calculated total energy -10726.1811 eV. Number 4: calculated total energy -66042.0481 eV. Number 5: calculated total energy -19429.3226 eV. Number 6: calculated total energy -113609.3515 eV. Number 7: calculated total energy -174980.4429 eV.